An isolated molecule of C5H6N2O3. Source: OMol25; level of theory: ωB97M-V with the def2-TZVPD basis set.

Its LUMO energy is 0.64 eV. As for the structure (SMILES): O=C1O[C@H]2NC=C[C@]1(O)N2. The spin multiplicity is 1. The charge is 0. The calculated total energy comes out at -529.29953 Ha.

```
16
Properties=species:S:1:pos:R:3:forces:R:3:nbo_charge:R:1
C -0.41778 0.68879 -1.20751 -0.45 3.26 0.17 -0.309
C 0.63591 -0.08844 -1.26930 2.03 -1.29 -0.36 0.000
C 0.06610 -1.07453 0.88062 0.66 0.39 1.89 0.368
C -1.89743 -0.60910 -0.11627 -0.96 0.69 1.50 0.752
C -1.10170 0.74104 0.14539 -0.63 -5.42 -2.14 0.251
N 0.95331 -1.05368 -0.24436 0.29 0.72 -0.42 -0.637
N -0.16354 0.32722 1.19919 -0.86 2.40 2.31 -0.663
O -2.94168 -0.80908 -0.65648 0.44 0.08 -0.09 -0.546
O -1.19074 -1.56683 0.53656 -0.91 -1.70 -0.70 -0.515
O -2.00528 1.71543 0.29857 -2.35 -1.86 -0.53 -0.638
H -0.85710 1.47357 -1.90297 1.23 -1.32 0.52 0.254
H 1.44562 -0.09017 -2.02656 -1.14 -0.07 0.05 0.220
H 0.44106 -1.69512 1.79461 -0.45 1.19 -1.88 0.214
H 1.07722 -1.94472 -0.69598 0.11 -0.39 0.23 0.387
H -0.56924 0.57803 2.18220 0.87 -1.27 -2.41 0.395
H -1.50123 2.36170 0.64376 2.11 4.59 1.86 0.467
```
Positions in Å, forces in eV/Å.